Density functional theory data (ωB97M-V/def2-TZVPD) for a structure of composition C45H42CoN8SSe.

```
! wB97M-V def2-TZVPD RIJCOSX def2/J DEFGRID3
* xyz 1 1
Co 0.154 -0.165 -0.375
C -3.772 -5.911 0.281
C -2.999 -4.636 0.471
C -2.228 -4.414 1.614
C -1.498 -3.256 1.778
C -1.498 -2.237 0.814
N -0.769 -1.043 0.999
C -0.797 -0.610 2.339
C -1.966 -0.717 3.111
C -2.018 -0.316 4.424
C -0.902 0.250 5.047
C -0.962 0.698 6.481
C 0.231 0.425 4.281
C 0.283 -0.004 2.953
N 1.461 0.262 2.215
C 2.688 0.475 2.724
C 3.458 1.054 1.746
C 2.611 1.153 0.645
N 1.406 0.652 0.918
C -2.222 -2.498 -0.339
C -2.959 -3.666 -0.513
N -2.099 -1.598 -1.428
C -2.965 -1.417 -2.432
C -2.268 -0.898 -3.504
C -0.961 -0.793 -3.050
N -0.842 -1.209 -1.782
H -4.095 -6.321 1.237
H -3.157 -6.668 -0.210
H -4.654 -5.752 -0.338
H -2.187 -5.174 2.384
H -0.905 -3.126 2.673
H -2.851 -1.134 2.649
H -2.942 -0.428 4.978
H -1.480 -0.037 7.097
H -1.515 1.636 6.578
H 0.035 0.844 6.897
H 1.096 0.919 4.707
H 2.918 0.205 3.739
H 4.484 1.367 1.816
H 2.826 1.579 -0.317
H -3.489 -3.821 -1.445
H -4.001 -1.687 -2.322
H -2.652 -0.626 -4.470
H -0.097 -0.449 -3.588
C 3.623 -3.940 1.234
C 4.718 -3.686 0.195
C 6.019 -3.356 0.941
C 4.916 -4.958 -0.640
C 4.354 -2.535 -0.739
C 5.330 -2.010 -1.613
C 5.085 -0.943 -2.450
C 3.820 -0.360 -2.411
S 3.221 1.068 -3.213
C 1.727 0.887 -2.386
N 1.654 -0.168 -1.614
C 2.837 -0.887 -1.580
C 3.088 -1.982 -0.757
C 0.572 1.762 -2.363
C 0.320 2.807 -3.245
C -0.897 3.462 -3.163
C -1.834 3.062 -2.216
C -1.567 2.030 -1.321
C -0.346 1.383 -1.373
H 3.965 -4.698 1.940
H 2.704 -4.310 0.777
H 3.389 -3.035 1.800
H 6.228 -4.134 1.677
H 5.938 -2.402 1.466
H 6.876 -3.303 0.270
H 5.178 -5.797 0.008
H 5.717 -4.833 -1.370
H 4.003 -5.215 -1.180
H 6.314 -2.457 -1.634
H 5.859 -0.565 -3.104
H 2.287 -2.357 -0.133
H 1.053 3.092 -3.992
H -1.123 4.273 -3.842
H -2.792 3.565 -2.171
H -2.306 1.753 -0.581
C -3.563 4.992 2.163
N -2.742 4.597 3.288
C -1.661 3.780 3.228
Se -0.921 2.992 1.749
N -1.195 3.672 4.497
C -1.961 4.422 5.377
C -1.882 4.645 6.741
C -2.842 5.477 7.299
C -3.839 6.065 6.519
C -3.912 5.846 5.151
C -2.954 5.013 4.599
H -3.230 4.431 1.294
H -3.452 6.059 1.971
H -4.608 4.766 2.374
H -0.393 3.105 4.709
H -1.105 4.199 7.346
H -2.814 5.677 8.361
H -4.569 6.709 6.991
H -4.679 6.309 4.546
*
```

## Properties
LUMO level in hartree: -0.0965
ΔE to the lowest compared entry with this formula, charge and spin in kJ/mol: 74.2
Kohn-Sham gap in hartree: 0.247
Strongest force on any atom in Eh/bohr: 0.02426



Density functional theory data (ωB97M-V/def2-TZVPD) for a structure of composition C45H42CoN8SSe.

```
! wB97M-V def2-TZVPD RIJCOSX def2/J DEFGRID3
* xyz 1 1
Co 0.098 -0.086 -1.507
C -3.864 -5.812 -0.842
C -3.079 -4.544 -0.651
C -2.295 -4.334 0.486
C -1.556 -3.182 0.649
C -1.555 -2.159 -0.311
N -0.820 -0.972 -0.125
C -0.822 -0.546 1.217
C -1.981 -0.652 2.005
C -2.015 -0.255 3.319
C -0.888 0.304 3.931
C -0.927 0.746 5.367
C 0.236 0.476 3.149
C 0.269 0.050 1.820
N 1.443 0.303 1.073
C 2.682 0.483 1.568
C 3.453 1.048 0.582
C 2.594 1.174 -0.507
N 1.382 0.702 -0.218
C -2.289 -2.410 -1.460
C -3.039 -3.569 -1.630
N -2.164 -1.509 -2.548
C -3.038 -1.306 -3.539
C -2.346 -0.792 -4.615
C -1.032 -0.712 -4.177
N -0.905 -1.137 -2.913
H -4.181 -6.226 0.114
H -3.258 -6.570 -1.344
H -4.749 -5.642 -1.453
H -2.251 -5.100 1.252
H -0.954 -3.059 1.539
H -2.874 -1.062 1.552
H -2.932 -0.365 3.885
H -1.444 0.012 5.985
H -1.472 1.688 5.474
H 0.076 0.883 5.771
H 1.109 0.962 3.567
H 2.921 0.199 2.577
H 4.487 1.335 0.641
H 2.804 1.601 -1.471
H -3.579 -3.714 -2.557
H -4.079 -1.556 -3.416
H -2.736 -0.506 -5.575
H -0.168 -0.382 -4.723
C 3.588 -3.833 0.155
C 4.682 -3.589 -0.887
C 5.978 -3.237 -0.144
C 4.892 -4.876 -1.697
C 4.313 -2.459 -1.842
C 5.289 -1.936 -2.718
C 5.041 -0.880 -3.567
C 3.773 -0.304 -3.540
S 3.172 1.117 -4.352
C 1.677 0.936 -3.524
N 1.606 -0.114 -2.747
C 2.790 -0.829 -2.708
C 3.044 -1.916 -1.875
C 0.524 1.812 -3.518
C 0.287 2.846 -4.418
C -0.924 3.513 -4.357
C -1.870 3.139 -3.409
C -1.616 2.121 -2.493
C -0.402 1.462 -2.527
H 3.934 -4.574 0.876
H 2.673 -4.221 -0.298
H 3.344 -2.919 0.702
H 6.190 -3.998 0.608
H 5.890 -2.273 0.362
H 6.837 -3.192 -0.813
H 5.159 -5.700 -1.033
H 5.695 -4.757 -2.427
H 3.983 -5.149 -2.236
H 6.278 -2.376 -2.728
H 5.816 -0.504 -4.221
H 2.240 -2.289 -1.254
H 1.028 3.110 -5.164
H -1.138 4.314 -5.051
H -2.825 3.649 -3.377
H -2.362 1.864 -1.752
C -3.583 4.996 0.995
N -2.768 4.585 2.118
C -1.692 3.762 2.052
Se -0.947 2.989 0.568
N -1.231 3.636 3.321
C -1.995 4.381 4.207
C -1.918 4.588 5.573
C -2.874 5.420 6.138
C -3.865 6.024 5.362
C -3.934 5.821 3.991
C -2.981 4.987 3.432
H -3.252 4.442 0.121
H -3.465 6.065 0.814
H -4.630 4.776 1.201
H -0.433 3.062 3.531
H -1.146 4.130 6.177
H -2.848 5.608 7.203
H -4.592 6.667 5.839
H -4.696 6.296 3.389
*
```

## Properties
LUMO level (alpha / beta) in hartree: -0.0972 / -0.0973
ΔE to the lowest compared entry with this formula, charge and spin in kJ/mol: 82.2
Kohn-Sham gap (alpha / beta) in hartree: 0.247 / 0.247
Strongest force on any atom in Eh/bohr: 0.02524



What did the first record say?
Density functional theory data (ωB97M-V/def2-TZVPD) for a structure of composition C45H42CoN8SSe.

```
! wB97M-V def2-TZVPD RIJCOSX def2/J DEFGRID3
* xyz 1 1
Co 0.154 -0.165 -0.375
C -3.772 -5.911 0.281
C -2.999 -4.636 0.471
C -2.228 -4.414 1.614
C -1.498 -3.256 1.778
C -1.498 -2.237 0.814
N -0.769 -1.043 0.999
C -0.797 -0.610 2.339
C -1.966 -0.717 3.111
C -2.018 -0.316 4.424
C -0.902 0.250 5.047
C -0.962 0.698 6.481
C 0.231 0.425 4.281
C 0.283 -0.004 2.953
N 1.461 0.262 2.215
C 2.688 0.475 2.724
C 3.458 1.054 1.746
C 2.611 1.153 0.645
N 1.406 0.652 0.918
C -2.222 -2.498 -0.339
C -2.959 -3.666 -0.513
N -2.099 -1.598 -1.428
C -2.965 -1.417 -2.432
C -2.268 -0.898 -3.504
C -0.961 -0.793 -3.050
N -0.842 -1.209 -1.782
H -4.095 -6.321 1.237
H -3.157 -6.668 -0.210
H -4.654 -5.752 -0.338
H -2.187 -5.174 2.384
H -0.905 -3.126 2.673
H -2.851 -1.134 2.649
H -2.942 -0.428 4.978
H -1.480 -0.037 7.097
H -1.515 1.636 6.578
H 0.035 0.844 6.897
H 1.096 0.919 4.707
H 2.918 0.205 3.739
H 4.484 1.367 1.816
H 2.826 1.579 -0.317
H -3.489 -3.821 -1.445
H -4.001 -1.687 -2.322
H -2.652 -0.626 -4.470
H -0.097 -0.449 -3.588
C 3.623 -3.940 1.234
C 4.718 -3.686 0.195
C 6.019 -3.356 0.941
C 4.916 -4.958 -0.640
C 4.354 -2.535 -0.739
C 5.330 -2.010 -1.613
C 5.085 -0.943 -2.450
C 3.820 -0.360 -2.411
S 3.221 1.068 -3.213
C 1.727 0.887 -2.386
N 1.654 -0.168 -1.614
C 2.837 -0.887 -1.580
C 3.088 -1.982 -0.757
C 0.572 1.762 -2.363
C 0.320 2.807 -3.245
C -0.897 3.462 -3.163
C -1.834 3.062 -2.216
C -1.567 2.030 -1.321
C -0.346 1.383 -1.373
H 3.965 -4.698 1.940
H 2.704 -4.310 0.777
H 3.389 -3.035 1.800
H 6.228 -4.134 1.677
H 5.938 -2.402 1.466
H 6.876 -3.303 0.270
H 5.178 -5.797 0.008
H 5.717 -4.833 -1.370
H 4.003 -5.215 -1.180
H 6.314 -2.457 -1.634
H 5.859 -0.565 -3.104
H 2.287 -2.357 -0.133
H 1.053 3.092 -3.992
H -1.123 4.273 -3.842
H -2.792 3.565 -2.171
H -2.306 1.753 -0.581
C -3.563 4.992 2.163
N -2.742 4.597 3.288
C -1.661 3.780 3.228
Se -0.921 2.992 1.749
N -1.195 3.672 4.497
C -1.961 4.422 5.377
C -1.882 4.645 6.741
C -2.842 5.477 7.299
C -3.839 6.065 6.519
C -3.912 5.846 5.151
C -2.954 5.013 4.599
H -3.230 4.431 1.294
H -3.452 6.059 1.971
H -4.608 4.766 2.374
H -0.393 3.105 4.709
H -1.105 4.199 7.346
H -2.814 5.677 8.361
H -4.569 6.709 6.991
H -4.679 6.309 4.546
*
```

## Properties
LUMO level in hartree: -0.0965
ΔE to the lowest compared entry with this formula, charge and spin in kJ/mol: 74.2
Kohn-Sham gap in hartree: 0.247
Strongest force on any atom in Eh/bohr: 0.02426



What did the first record say?
Density functional theory data (ωB97M-V/def2-TZVPD) for a structure of composition C45H42CoN8SSe.

```
! wB97M-V def2-TZVPD RIJCOSX def2/J DEFGRID3
* xyz 1 1
Co 0.154 -0.165 -0.375
C -3.772 -5.911 0.281
C -2.999 -4.636 0.471
C -2.228 -4.414 1.614
C -1.498 -3.256 1.778
C -1.498 -2.237 0.814
N -0.769 -1.043 0.999
C -0.797 -0.610 2.339
C -1.966 -0.717 3.111
C -2.018 -0.316 4.424
C -0.902 0.250 5.047
C -0.962 0.698 6.481
C 0.231 0.425 4.281
C 0.283 -0.004 2.953
N 1.461 0.262 2.215
C 2.688 0.475 2.724
C 3.458 1.054 1.746
C 2.611 1.153 0.645
N 1.406 0.652 0.918
C -2.222 -2.498 -0.339
C -2.959 -3.666 -0.513
N -2.099 -1.598 -1.428
C -2.965 -1.417 -2.432
C -2.268 -0.898 -3.504
C -0.961 -0.793 -3.050
N -0.842 -1.209 -1.782
H -4.095 -6.321 1.237
H -3.157 -6.668 -0.210
H -4.654 -5.752 -0.338
H -2.187 -5.174 2.384
H -0.905 -3.126 2.673
H -2.851 -1.134 2.649
H -2.942 -0.428 4.978
H -1.480 -0.037 7.097
H -1.515 1.636 6.578
H 0.035 0.844 6.897
H 1.096 0.919 4.707
H 2.918 0.205 3.739
H 4.484 1.367 1.816
H 2.826 1.579 -0.317
H -3.489 -3.821 -1.445
H -4.001 -1.687 -2.322
H -2.652 -0.626 -4.470
H -0.097 -0.449 -3.588
C 3.623 -3.940 1.234
C 4.718 -3.686 0.195
C 6.019 -3.356 0.941
C 4.916 -4.958 -0.640
C 4.354 -2.535 -0.739
C 5.330 -2.010 -1.613
C 5.085 -0.943 -2.450
C 3.820 -0.360 -2.411
S 3.221 1.068 -3.213
C 1.727 0.887 -2.386
N 1.654 -0.168 -1.614
C 2.837 -0.887 -1.580
C 3.088 -1.982 -0.757
C 0.572 1.762 -2.363
C 0.320 2.807 -3.245
C -0.897 3.462 -3.163
C -1.834 3.062 -2.216
C -1.567 2.030 -1.321
C -0.346 1.383 -1.373
H 3.965 -4.698 1.940
H 2.704 -4.310 0.777
H 3.389 -3.035 1.800
H 6.228 -4.134 1.677
H 5.938 -2.402 1.466
H 6.876 -3.303 0.270
H 5.178 -5.797 0.008
H 5.717 -4.833 -1.370
H 4.003 -5.215 -1.180
H 6.314 -2.457 -1.634
H 5.859 -0.565 -3.104
H 2.287 -2.357 -0.133
H 1.053 3.092 -3.992
H -1.123 4.273 -3.842
H -2.792 3.565 -2.171
H -2.306 1.753 -0.581
C -3.563 4.992 2.163
N -2.742 4.597 3.288
C -1.661 3.780 3.228
Se -0.921 2.992 1.749
N -1.195 3.672 4.497
C -1.961 4.422 5.377
C -1.882 4.645 6.741
C -2.842 5.477 7.299
C -3.839 6.065 6.519
C -3.912 5.846 5.151
C -2.954 5.013 4.599
H -3.230 4.431 1.294
H -3.452 6.059 1.971
H -4.608 4.766 2.374
H -0.393 3.105 4.709
H -1.105 4.199 7.346
H -2.814 5.677 8.361
H -4.569 6.709 6.991
H -4.679 6.309 4.546
*
```

## Properties
LUMO level in hartree: -0.0965
ΔE to the lowest compared entry with this formula, charge and spin in kJ/mol: 74.2
Kohn-Sham gap in hartree: 0.247
Strongest force on any atom in Eh/bohr: 0.02426



Question: What is the strongest force on any atom in the second record?
Answer: 0.02524 Eh/bohr